ORCA calculation (ωB97M-V with the def2-TZVPD basis set) on the molecule C5H8O.

Energy relative to the best compared isomer or geometry (same formula, charge and spin) in eV: 4.430
LUMO level in eV: 0.839
Calculated total energy in eV: -7357.8252
Frontier orbital gap in Eh: 0.344
Net charge: 0

Geometry (Å):
C -1.030 -0.684 -0.529
C 0.200 0.056 -0.978
C -0.969 0.819 -0.434
C 0.339 0.277 2.009
O 0.923 -0.572 1.205
C 1.407 -0.044 -0.049
H -1.718 -1.068 -1.271
H -0.918 -1.330 0.335
H 0.437 0.107 -2.038
H -1.628 1.345 -1.112
H -0.789 1.348 0.503
H -0.276 -0.413 2.643
H 2.143 -0.768 -0.409
H 1.880 0.928 0.125

Atomic forces in eV per Å
-0.172 -0.181 -0.099
0.086 -0.001 -0.055
-0.114 0.149 -0.061
0.270 -0.367 0.005
-0.211 0.250 0.242
0.101 0.036 -0.161
0.180 0.000 -0.095
-0.231 0.255 -0.125
-0.017 0.001 0.182
0.188 0.016 -0.077
-0.219 -0.305 -0.066
0.360 0.164 0.252
-0.116 0.110 0.030
-0.107 -0.128 0.029